Entry 1:
Below is 2 unconnected molecules or ions with the total composition C21H23ClN3 in a non-equilibrium geometry, with properties calculated with ωB97M-V with the def2-TZVPD basis set.

XYZ file:
```
48
Properties=species:S:1:pos:R:3:forces:R:3
H 2.49510 -2.09700 1.79422 0.4 0.0 0.1
H 3.16403 -0.09454 -2.71343 -0.1 0.4 -0.1
H 6.16251 -2.21701 4.07703 -0.2 0.1 -0.3
C 3.19646 1.92408 -3.56956 0.1 -0.5 -0.9
C 5.57191 -0.90129 0.97936 -0.1 -0.1 0.3
H 3.70881 -2.66757 3.89697 0.3 0.0 -0.3
C 5.62016 -1.93682 3.17160 -0.3 0.1 -0.2
H 2.56794 -1.34488 -0.52851 0.3 0.2 0.1
C 2.99618 1.41247 -1.32555 0.1 0.1 0.4
C 6.28525 -1.30387 2.11373 0.0 0.1 -0.1
C 1.48134 1.39494 1.69084 1.4 2.8 2.6
H 2.95583 3.37732 -0.61154 0.2 -0.4 -0.4
H 6.08285 -0.40049 0.15206 -0.1 -0.1 0.3
C -0.99941 1.30929 1.60048 0.2 0.2 -0.2
H 2.11041 3.72146 -3.06128 0.1 0.0 0.1
H -1.00411 0.67939 2.49236 0.0 0.2 -0.4
H 0.74116 -0.34727 2.89353 0.5 0.2 0.1
C 0.22646 1.73591 1.03807 -1.0 0.5 -0.7
C 3.55971 -1.87109 1.89959 0.0 0.2 0.2
H 1.08747 3.08089 -0.40894 -0.5 -0.2 0.0
H 2.80798 3.16584 1.32439 -0.2 -0.2 0.2
N 2.95836 0.69574 -0.18043 2.1 0.3 -1.8
N 3.06707 0.90112 -2.55338 -0.1 -0.8 0.5
C 2.60264 0.63775 3.56449 -0.4 0.0 -0.3
H 2.85121 0.10732 4.48763 -0.1 0.1 -0.5
C 0.16721 2.65668 -0.02686 -0.3 -0.3 0.2
H 4.44366 1.39259 2.73070 -0.2 0.0 0.2
H -3.15569 1.47033 1.56482 0.1 0.0 -0.1
C 3.45379 1.78683 3.03625 -0.9 -0.8 -0.6
C 3.43281 -0.69674 -0.31767 0.0 -0.4 -0.4
H -1.05746 3.71998 -1.44570 -0.1 0.0 0.2
C 2.62801 2.21820 1.83309 -2.0 -0.2 1.1
C 1.52252 0.40663 2.75811 1.0 0.2 0.9
Cl -3.73204 3.12937 -0.67765 -0.3 0.1 -0.1
H 3.64998 2.58863 3.76948 -0.3 -0.3 -0.3
C -2.21847 1.76514 1.10464 0.2 0.3 -0.5
H 3.87446 3.89116 -2.93397 -0.1 -0.1 0.0
C 3.03630 3.20695 -2.78636 -0.3 1.0 -0.1
H 3.36165 1.25885 0.63876 -0.9 -1.2 -1.3
H 2.41498 1.78201 -4.31525 0.1 0.2 -0.1
H 4.17243 1.86308 -4.05969 -0.1 -0.1 0.0
C 4.19821 -1.16796 0.88086 0.3 -0.2 0.3
C -1.04185 3.06191 -0.58400 -0.1 -0.3 0.5
H 4.11878 -0.71787 -1.17381 -0.1 -0.3 0.1
C -2.24101 2.62438 -0.00557 0.9 -0.5 0.3
N 2.97366 2.75460 -1.41120 0.5 -0.3 0.7
C 4.25011 -2.20382 3.06687 0.2 -0.1 -0.1
H 7.36391 -1.12308 2.17010 -0.5 -0.1 0.0
```
Positions in Å, forces in eV/Å.

maximum force = 4.1 eV/A
net charge = +1
HOMO energy = -10.718 eV
total energy = -39135.5862 eV
frontier orbital gap = 7.714 eV
2S+1 = 1
lowest unoccupied orbital energy = -3.00 eV

Entry 2:
Below is 2 unconnected molecules or ions with the total composition C2H9N3O in a non-equilibrium geometry, with properties calculated with ωB97M-V with the def2-TZVPD basis set.

XYZ file:
```
15
Properties=species:S:1:pos:R:3:forces:R:3
N -0.78617 -1.15912 0.56850 0.4 0.3 0.4
H 0.33215 -0.19723 2.17980 1.0 0.0 -0.1
H -0.05436 1.60331 0.98430 2.9 -0.8 0.1
H -0.37634 -0.92016 -2.26914 -0.1 0.0 0.2
N 0.96589 1.28015 1.14625 0.0 0.0 1.2
N -1.23952 0.94257 -0.27573 0.7 -1.6 -0.3
C 0.31670 -0.49613 -1.53864 0.8 0.0 0.6
O 1.17795 0.30442 2.18791 -1.3 0.5 0.0
H 1.78752 1.20860 0.54623 -1.1 0.5 -0.1
H -0.72166 -2.09340 0.18073 0.4 0.3 0.2
H -1.13376 1.49407 -1.13107 0.4 0.0 0.4
H 1.07866 -1.24685 -1.31254 0.1 0.1 -0.2
C -0.43530 -0.11564 -0.28470 -4.4 0.8 -2.3
H -1.69225 -0.99478 0.99669 0.2 0.1 -0.1
H 0.78048 0.39017 -1.97859 0.0 -0.2 0.1
```
Positions in Å, forces in eV/Å.

maximum force = 5.0 eV/A
HOMO energy = -7.777 eV
total energy = -8734.4648 eV
SMILES = [H]/N=C(\C)N.NO
frontier orbital gap = 8.435 eV
2S+1 = 1
lowest unoccupied orbital energy = 0.66 eV
energy above the lowest of the compared OMol25 structures with the same formula, charge and spin = 3.975 eV